[1]
# C2H11NO2S2

A 4-piece molecular cluster, C2H11NO2S2 overall in a non-equilibrium geometry (ωB97M-V/def2-TZVPD, the Open Molecules 2025 dataset).

Geometry as ORCA input:
```
! wB97M-V def2-TZVPD RIJCOSX def2/J DEFGRID3
* xyz -1 2
N -1.40 1.69 1.29
C -1.46 0.82 0.14
C -1.37 -0.68 0.39
S -1.40 -1.64 -1.12
S 1.75 1.38 1.41
H -0.46 1.71 1.73
H -2.21 1.64 1.93
H -0.65 1.09 -0.57
H -2.36 1.11 -0.60
H -2.38 -0.88 0.78
H -0.58 -1.04 1.09
H 1.89 2.35 0.51
H 2.25 -2.11 0.89
H 1.72 -0.57 0.73
O 1.85 -1.46 0.30
H 1.67 -0.14 -2.06
H 0.30 -0.65 -2.25
O 0.91 0.01 -2.64
*
```

<S²>	0.7528
ΔE to the lowest compared entry with this formula, charge and spin	25.1	kJ/mol
E	-29508.04820	eV
E_HOMO (alpha / beta)	-3.633 / -3.632	eV

=====

[2]
# C2H11NO2S2

A 3-piece molecular cluster, C2H11NO2S2 overall in a non-equilibrium geometry (ωB97M-V/def2-TZVPD, the Open Molecules 2025 dataset).

Geometry as ORCA input:
```
! wB97M-V def2-TZVPD RIJCOSX def2/J DEFGRID3
* xyz 0 1
N -2.01 0.19 -0.66
C -0.79 0.98 -0.81
C 0.35 0.05 -1.33
S 2.03 0.79 -1.19
S 3.24 -0.90 -1.51
H -2.83 0.62 -1.07
H -2.14 0.04 0.34
H -0.93 1.73 -1.59
H -0.55 1.53 0.10
H 0.18 -0.93 -0.89
H 0.29 0.11 -2.41
H 4.38 -0.36 -1.00
O -1.75 -1.14 2.29
H -1.55 -0.47 2.95
H -0.93 -1.10 1.76
O 0.79 -0.06 1.74
H 1.18 -0.62 2.39
H 1.06 -0.44 0.89
*
```

ΔE to the lowest compared entry with this formula, charge and spin	75.9	kJ/mol
structure (SMILES)	NCCSS.O.O
E	-29507.36992	eV
E_HOMO	-8.381	eV

=====

[3]
# C2H11NO2S2

A 3-piece molecular cluster, C2H11NO2S2 overall in a non-equilibrium geometry (ωB97M-V/def2-TZVPD, the Open Molecules 2025 dataset).

Geometry as ORCA input:
```
! wB97M-V def2-TZVPD RIJCOSX def2/J DEFGRID3
* xyz 0 1
N -0.92 2.13 -1.27
C -1.62 1.05 -0.46
C -0.71 0.25 0.49
S -1.37 -0.86 1.65
S 0.17 -1.66 2.62
H -1.60 2.74 -1.76
H -0.27 1.69 -1.96
H -2.38 1.53 0.22
H -2.05 0.26 -1.11
H 0.12 -0.33 0.10
H -0.17 1.13 0.98
H 0.58 -0.69 3.51
O 1.02 -0.49 -1.81
H 0.89 -1.37 -2.17
H 1.57 -0.62 -1.05
O 2.30 -1.23 0.44
H 1.61 -1.49 1.08
H 2.82 -2.06 0.50
*
```

ΔE to the lowest compared entry with this formula, charge and spin	91.2	kJ/mol
structure (SMILES)	NCCSS.O.O
E	-29507.21203	eV
E_HOMO	-8.942	eV

=====

[4]
# C2H11NO3

A 3-piece molecular cluster, C2H11NO3 overall in a non-equilibrium geometry (ωB97M-V/def2-TZVPD, the Open Molecules 2025 dataset).

Geometry as ORCA input:
```
! wB97M-V def2-TZVPD RIJCOSX def2/J DEFGRID3
* xyz -1 2
C -0.99 0.16 -0.24
N -1.94 -0.98 0.02
C -1.74 -2.24 -0.78
O -2.99 -3.10 -0.71
H -1.16 0.55 -1.22
H -0.11 -0.37 -0.19
H -1.05 0.86 0.55
H -2.21 -1.30 0.99
H -1.60 -2.28 -1.86
H -0.90 -2.85 -0.39
H -3.70 -2.36 -0.63
H 2.39 0.50 -1.31
H 3.38 -0.57 -0.58
O 2.55 -0.12 -0.59
H 4.10 4.99 2.31
H 2.64 4.58 2.66
O 3.33 4.50 1.98
*
```

<S²>	0.7502
ΔE to the lowest compared entry with this formula, charge and spin	166.4	kJ/mol
E	-9881.97722	eV
E_HOMO (alpha / beta)	1.161 / -5.761	eV